Here is a structure of composition C18H15AsCl2MoN3O8S at a distorted geometry from OMol25. Energies are from ωB97M-V with the def2-TZVPD basis set.

```
! RIJCOSX wB97M-V def2-TZVPD def2/J DEFGRID3
* xyz 3 1
O -0.351 1.934 1.154
C 2.314 0.459 0.998
Mo -0.675 0.229 0.717
C 0.282 -0.190 5.385
C 1.247 0.329 4.539
H 3.041 -0.346 -2.690
O 0.275 -3.047 -0.979
O -0.769 -1.499 0.265
H -5.171 3.073 -0.212
C -0.985 -0.860 3.513
C -2.195 3.812 1.246
H 4.414 0.798 1.225
C -0.843 -0.820 4.869
H -1.592 -1.257 5.515
N 1.313 0.159 0.145
C -0.759 -2.673 -0.587
C -3.109 5.744 0.199
O -4.797 0.754 0.295
N 2.064 0.693 2.336
O -2.008 -1.413 2.861
H 2.866 1.048 2.834
H 4.920 0.273 -1.136
C -4.311 3.638 0.110
C 3.623 0.533 0.534
H -5.016 5.479 -0.731
C 3.898 0.242 -0.780
H 0.415 -0.121 6.457
As -3.311 1.106 1.058
O -1.625 2.212 3.188
H -5.189 -0.127 0.399
C 1.591 -0.117 -1.169
O 0.071 3.930 2.639
Cl -2.049 -4.977 -0.683
H -3.045 6.794 -0.053
C -2.123 -3.261 -0.941
S -0.992 3.092 2.255
C 2.855 -0.103 -1.653
O -2.065 0.726 -0.290
C 1.062 0.245 3.179
H 2.149 0.782 4.934
N -0.071 -0.313 2.654
C -3.299 3.028 0.820
C -4.211 5.003 -0.188
H -2.580 -1.919 3.455
H -2.310 -3.074 -1.990
Cl -3.449 -2.526 -0.013
H 0.750 -0.319 -1.812
H -1.227 5.726 1.265
C -2.081 5.152 0.927
*
```

For the HOMO energy, the calculation gives -17.917 eV. The calculation puts the total energy at -5082.63770 Eh. The energy above the lowest of the compared OMol25 structures with the same formula, charge and spin comes out at 36.0 kcal per mole. The frontier orbital gap is 5.178 eV. Its max |F| is 1.7 eV/A.